ORCA calculation (the ωB97M-V functional and the def2-TZVPD basis) on C14H17ClIN2O2Rh as an isolated structure.

Computed properties:
LUMO energy (alpha / beta), eV: -0.3358 / -0.3364
ΔE to the lowest compared entry with this formula, charge and spin, kcal/mol: 0.0
Frontier orbital gap (alpha / beta), eV: 7.3 / 7.3

```
! RIJCOSX wB97M-V def2-TZVPD def2/J DEFGRID3
* xyz 0 1
I 5.207 -0.601 -1.370
Rh 0.045 -0.686 -0.469
Cl 3.888 4.938 -1.411
O 0.245 -2.813 -0.671
O 2.049 -0.615 -0.815
N 0.286 1.351 -0.573
N -1.591 -0.406 0.184
C 1.971 3.042 -0.970
C -2.237 -2.739 0.989
C -3.892 -0.953 0.446
C -2.353 -0.689 2.411
C 0.965 4.024 -0.840
C 1.395 -3.442 -0.077
C 3.818 0.934 -1.198
C -2.477 -1.225 0.976
C 4.232 2.271 -1.339
C 2.498 0.604 -0.950
C -0.631 2.279 -0.452
C 3.339 3.298 -1.230
C -0.323 3.644 -0.586
C 1.581 1.698 -0.832
H -1.340 -0.843 2.786
H -2.362 -3.154 -0.017
H -2.978 -3.233 1.619
H -1.251 -2.981 1.393
H 5.273 2.488 -1.536
H -4.107 0.114 0.482
H -4.631 -1.486 1.048
H 2.256 -2.852 -0.375
H -3.053 -1.211 3.067
H -3.985 -1.287 -0.589
H 1.313 -3.446 1.011
H 1.483 -4.461 -0.454
H -2.573 0.378 2.436
H -1.112 4.374 -0.483
H -0.551 -3.295 -0.431
H 1.228 5.068 -0.944
H -1.627 1.914 -0.234
*
```